Below is a structure of composition C4H11NO3 at a distorted geometry, with properties calculated with ωB97M-V with the def2-TZVPD basis set.

Positions of all 19 atoms, in Å:
C 0.0185 -0.8823 -0.7233
O -0.7573 -0.7399 -1.8677
C 0.2038 0.6171 -0.1728
C -0.8542 0.9203 0.9756
C -0.5364 0.1696 2.3639
O -0.2993 0.9123 3.4587
N 1.5531 0.8468 0.4026
H 0.9984 -1.3879 -0.8420
H -0.6435 -1.4254 0.0780
H -0.1869 1.2171 -1.0002
H -1.7663 0.5749 0.6158
H -0.7582 1.9460 1.3178
H -1.2717 -0.4572 2.5199
H 0.3614 -0.4724 2.3663
H 1.5434 1.1365 1.3816
H 2.0064 -0.0545 0.3687
H -0.0759 -0.6114 -4.5050
H 0.0521 -1.1336 -2.7765
O 0.4128 -1.1759 -3.9615

Calculated values
LUMO level (eV): 6.920
Net charge: -2
Gap between HOMO and LUMO (eV): 6.20
Multiplicity: 1
Energy above the lowest of the compared OMol25 structures with the same formula, charge and spin (kJ/mol): 212.6

These are the Löwdin partial charges, in e, on atoms 1 to 5:
1. C -0.341
2. O -0.304
3. C -0.362
4. C -0.142
5. C -0.559

***

Below is the molecule C2H4FPS at a distorted geometry, with properties calculated with ωB97M-V with the def2-TZVPD basis set.

Positions of all 9 atoms, in Å:
H -2.3065 -1.6766 0.5558
P -2.9102 -0.4021 0.2150
C -1.3770 0.1543 0.1894
F -1.0523 1.4036 -0.0679
S 0.5010 -1.0195 0.3738
C 1.6422 0.2261 -0.1908
H 1.4148 1.1410 0.3089
H 1.4932 0.3464 -1.3277
H 2.5949 -0.1731 -0.0564

Calculated values
LUMO level (eV): 0.085
SMILES: [H]/P=C(/F)SC
Gap between HOMO and LUMO (eV): 8.86
Multiplicity: 1
Energy above the lowest of the compared OMol25 structures with the same formula, charge and spin (kJ/mol): 149.7

These are the Löwdin partial charges, in e, on atoms 1 to 5:
1. H -0.122
2. P 0.812
3. C -0.859
4. F -0.068
5. S 0.665

***

Below is the molecule C2H6N2O at a distorted geometry, with properties calculated with ωB97M-V with the def2-TZVPD basis set.

Positions of all 11 atoms, in Å:
C -1.0225 1.0567 -0.0171
C -0.8310 -0.4693 -0.0117
O -1.7816 -1.2405 0.0721
N 0.4405 -0.9317 -0.1438
N 1.5907 -0.1002 0.0753
H -0.6438 1.4972 -0.9535
H -2.1189 1.2411 0.0344
H -0.4606 1.5265 0.8127
H 0.5287 -1.9319 -0.1261
H 2.0433 -0.3825 0.9388
H 2.2551 -0.2655 -0.6811

Calculated values
LUMO level (eV): 0.829
SMILES: CC(=O)NN
Gap between HOMO and LUMO (eV): 10.53
Multiplicity: 1
Energy above the lowest of the compared OMol25 structures with the same formula, charge and spin (kJ/mol): 125.4

These are the Löwdin partial charges, in e, on atoms 1 to 5:
1. C -0.021
2. C -0.540
3. O 0.024
4. N -0.032
5. N 0.034

***

Below is a cluster of 13 separate species, C48H133N11O13 in total at a distorted geometry, with properties calculated with ωB97M-V with the def2-TZVPD basis set.

Positions of all 205 atoms, in Å:
C -6.2831 0.4100 -3.2469
C -5.4793 -0.8625 -3.2946
C -4.0876 -0.6593 -2.8219
O -3.5441 0.3249 -3.6664
C -2.2908 0.7602 -3.2446
N -6.1195 -1.8440 -2.3537
H -7.3405 0.1767 -3.4385
H -6.0611 1.0646 -4.1019
H -6.1945 1.0082 -2.3436
H -5.4829 -1.2135 -4.3354
H -3.4655 -1.5601 -2.8611
H -4.1964 -0.3442 -1.7698
H -2.2525 1.0436 -2.1800
H -2.0338 1.6838 -3.7686
H -1.5303 -0.0020 -3.4535
H -5.6906 -2.7780 -2.4741
H -7.0567 -2.0471 -2.7359
C 0.4768 -9.2800 4.8942
C 0.7530 -7.7652 5.0513
C -0.1325 -7.0134 4.1271
O 0.0061 -5.6442 4.2794
C -0.2677 -4.9930 3.0659
N 0.5978 -7.2730 6.4146
H 0.8910 -9.8425 5.7249
H 0.9815 -9.6458 3.9871
H -0.5935 -9.4782 4.7990
H 1.7924 -7.5698 4.7653
H -1.2003 -7.2588 4.3331
H 0.0247 -7.3525 3.0912
H -0.3031 -3.9050 3.1053
H -1.2536 -5.2955 2.7075
H 0.5393 -5.2417 2.3591
H -0.3779 -7.4002 6.7114
H 1.1090 -7.8501 7.0811
C -4.3005 -5.1387 6.0588
C -2.8060 -4.8012 5.9883
C -2.6623 -3.3087 5.8653
O -1.3603 -2.8737 5.9652
C -1.2587 -1.5529 5.6185
N -2.1141 -5.2853 7.1972
H -4.7443 -4.6199 6.9146
H -4.4843 -6.2037 6.2008
H -4.7879 -4.7969 5.1400
H -2.3603 -5.2655 5.1128
H -3.3603 -2.8343 6.5886
H -3.0822 -3.0577 4.8712
H -2.0429 -0.9008 6.0233
H -1.2626 -1.4926 4.5184
H -0.3061 -1.1603 5.9656
H -2.2849 -6.2931 7.2810
H -2.6044 -4.9144 8.0208
C 4.6386 6.9003 -0.3707
C 4.6948 5.6910 0.5417
C 3.3516 5.4384 1.1753
O 2.8937 6.5111 1.9274
C 3.6904 6.8351 3.0664
N 5.0437 4.4689 -0.2597
H 3.8354 6.8247 -1.1156
H 5.5802 7.0865 -0.8842
H 4.3526 7.7991 0.1957
H 5.4659 5.8659 1.3044
H 3.3371 4.4850 1.7273
H 2.6505 5.3018 0.3447
H 4.7419 7.0781 2.8115
H 3.7828 5.9778 3.7648
H 3.2866 7.7020 3.5790
H 4.9768 3.6626 0.4312
H 6.0670 4.4655 -0.3793
C 3.8178 -2.2469 -4.3804
C 3.4990 -1.3215 -3.2289
C 3.6974 -1.9182 -1.8601
O 3.0078 -3.1161 -1.7570
C 2.9533 -3.6250 -0.5124
N 4.2920 -0.1083 -3.3810
H 3.2552 -3.1813 -4.3454
H 4.8920 -2.4646 -4.3831
H 3.6188 -1.7914 -5.3576
H 2.4228 -1.0569 -3.2488
H 3.3755 -1.1318 -1.1459
H 4.7709 -2.0750 -1.6227
H 2.3847 -2.9971 0.1891
H 3.9658 -3.7324 -0.0862
H 2.5192 -4.6170 -0.5664
H 3.9541 0.3886 -4.2075
H 4.0602 0.5405 -2.6204
C 0.2186 2.5301 -1.2499
C 1.2077 1.6529 -0.5051
C 0.7004 0.2740 -0.2954
O -0.4788 0.2746 0.4817
C -0.9156 -1.0303 0.7711
N 2.4530 1.5859 -1.2505
H -0.0519 2.1415 -2.2321
H 0.6268 3.5364 -1.3670
H -0.7332 2.5940 -0.7051
H 1.4179 2.0481 0.4929
H 1.5307 -0.2963 0.1823
H 0.5390 -0.2281 -1.2728
H -0.5212 -1.7591 0.0559
H -1.9952 -1.1620 0.8374
H -0.5242 -1.2564 1.7758
H 2.2812 1.5633 -2.2532
H 3.0355 2.3816 -1.0201
C -1.8630 7.6543 0.2465
C -0.8098 6.7429 0.8258
C -1.1390 5.3025 0.5417
O -2.4146 4.9922 1.0922
C -2.6689 3.6456 1.1004
N 0.5318 7.0629 0.1939
H -1.8289 7.6681 -0.8434
H -1.7394 8.6855 0.5973
H -2.8601 7.3426 0.5656
H -0.8122 6.8596 1.9254
H -0.3474 4.6167 0.9192
H -1.1421 5.1259 -0.5554
H -1.8044 3.0956 1.4955
H -2.8311 3.2777 0.0677
H -3.5833 3.4534 1.6463
H 0.7441 8.0004 0.5386
H 1.2291 6.4353 0.5919
C -2.4457 -4.0171 -7.1254
C -2.3171 -3.7321 -5.6766
C -1.0908 -3.0261 -5.2376
O -1.1266 -3.0478 -3.8483
C -0.0716 -2.3803 -3.1993
N -3.5082 -2.9957 -5.2425
H -2.8116 -3.1081 -7.6238
H -3.1417 -4.8299 -7.2739
H -1.5014 -4.1940 -7.6493
H -2.3236 -4.6597 -5.0966
H -1.0327 -1.9985 -5.6499
H -0.1858 -3.5349 -5.6356
H 0.8532 -2.9780 -3.2148
H -0.4063 -2.2306 -2.1793
H 0.2284 -1.4085 -3.6314
H -3.4002 -2.7775 -4.2624
H -3.5092 -2.0978 -5.7341
C 3.8042 1.6086 3.2525
C 5.1053 1.2584 2.5708
C 5.3134 -0.2032 2.7395
O 5.3686 -0.5459 4.0878
C 5.6639 -1.8774 4.3023
N 5.0287 1.6269 1.1184
H 3.7802 1.1878 4.2513
H 2.9558 1.2507 2.6652
H 3.7184 2.6988 3.2740
H 5.9040 1.8052 3.0759
H 6.2011 -0.5843 2.1834
H 4.4677 -0.7262 2.2258
H 6.6565 -2.1278 3.9259
H 4.8983 -2.5099 3.8271
H 5.5620 -2.0353 5.3697
H 4.2981 1.0179 0.7005
H 5.8841 1.2420 0.6754
C -6.9507 -1.8102 2.3148
C -6.3925 -0.5728 1.6002
C -4.9043 -0.7105 1.2929
O -4.1486 -0.9773 2.4563
C -3.5041 0.0517 3.1072
N -7.1073 -0.2722 0.3085
H -6.5070 -1.9265 3.3150
H -6.7492 -2.7688 1.8152
H -8.0415 -1.7509 2.3998
H -6.4056 0.2890 2.2902
H -4.5855 0.2191 0.7879
H -4.7081 -1.5208 0.5728
H -2.5704 0.3875 2.6200
H -3.2326 -0.1676 4.1311
H -4.0869 0.9881 3.1497
H -7.8863 -0.9233 0.2853
H -6.5305 -0.6045 -0.4815
C 5.3593 4.2641 -4.1307
C 4.1852 5.2418 -3.9285
C 3.4229 5.4904 -5.2216
O 4.0713 6.3427 -6.0964
C 4.0672 7.6685 -5.6924
N 3.2450 4.6123 -2.9228
H 5.8125 4.0147 -3.1711
H 6.1284 4.6856 -4.7778
H 4.9737 3.3363 -4.5659
H 4.5901 6.1812 -3.5135
H 2.4416 5.9295 -4.9512
H 3.2453 4.5464 -5.7329
H 4.5316 8.2158 -6.5075
H 4.6131 7.8181 -4.7563
H 3.0474 8.0676 -5.5682
H 2.5598 5.3085 -2.5861
H 3.8380 4.4692 -2.0629
C -3.7829 -5.9268 2.4824
C -4.3657 -4.5442 2.3309
O -3.3412 -3.5711 2.4903
H -2.9688 -6.0956 1.7870
H -4.5585 -6.6915 2.4495
H -3.3772 -5.9941 3.4956
H -5.1466 -4.3753 3.0862
H -4.8263 -4.4655 1.3294
H -3.7523 -2.6522 2.5585
C 0.3228 1.4875 -5.7004
C 0.7954 2.6710 -4.9485
O 1.8964 2.3493 -4.0798
H -0.2855 1.7917 -6.5547
H -0.2338 0.7574 -5.1193
H 1.1594 0.9333 -6.1450
H -0.0076 3.1273 -4.3353
H 1.0932 3.4812 -5.6303
H 2.2990 3.2221 -3.7188

Calculated values
LUMO level (eV): 0.488
Gap between HOMO and LUMO (eV): 9.21
Multiplicity: 1
Energy above the lowest of the compared OMol25 structures with the same formula, charge and spin (kJ/mol): 0.0

These are the Löwdin partial charges, in e, on atoms 1 to 5:
1. C -0.063
2. C -0.441
3. C -0.235
4. O -0.161
5. C -0.107

***

| no. | electronic energy (Eh) |
| --- | --- |
| 1 | -439.31597 |
| 2 | -917.90283 |
| 3 | -264.53954 |
| 4 | -3488.81243 |